Record 1
C18H44N2O5 | wB97M-V/def2-TZVPD

Properties
**Molecular weight**: 368.56 g mol⁻¹
**SMILES**: CC1(C)CCCC(C)(C)N1O.CC1(C)CCCC(C)(C)N1O.O.O.O
**HOMO-LUMO gap**: 8.184 eV
**Energy relative to the best compared isomer or geometry (same formula, charge and spin)**: 54.4 kJ/mol
**Strongest force on any atom**: 1.69 eV/Å

```
69
Properties=species:S:1:pos:R:3:forces:R:3:lowdin_charge:R:1
O -0.72959 0.23427 1.40406 0.0 0.0 0.0 -0.06
H -1.03879 -0.64900 1.65535 -0.1 -0.1 0.0 -0.01
H -1.39922 0.83996 1.73016 0.0 0.1 0.0 0.05
O -1.33340 -2.46155 1.91732 0.0 0.0 0.0 -0.03
H -2.07397 -2.94725 2.28978 -0.1 0.0 0.0 0.06
H -0.54933 -2.81546 2.34770 0.1 0.0 0.0 0.06
O 0.67535 -1.21756 -0.63459 0.2 -0.1 0.0 -0.07
H -0.16239 -1.68842 -0.64284 0.0 0.0 0.0 0.01
H 0.52933 -0.50514 -0.00067 -0.1 0.1 0.0 0.00
C -4.03981 -2.33857 -2.74356 -0.1 0.4 -0.1 -0.03
C -3.29431 -1.42559 -3.71594 0.4 0.5 -0.1 -0.52
C -2.81949 -2.24192 -4.92119 -0.3 -0.1 -0.1 -0.14
C -2.37954 -1.39572 -6.11407 0.2 -0.4 0.5 -0.18
C -3.51826 -0.48652 -6.53235 0.2 -0.2 -0.1 -0.14
C -4.00313 0.40219 -5.37900 0.0 0.7 -0.6 -0.53
N -4.24247 -0.43731 -4.23627 -1.1 -1.3 -0.1 -0.12
O -4.95900 0.22834 -3.21275 0.5 0.2 0.2 -0.01
C -3.00619 1.55359 -5.14815 0.5 0.1 0.0 -0.03
C -5.33879 1.01650 -5.82649 -0.1 0.1 0.6 -0.04
C -2.11091 -0.75999 -3.01412 0.8 -0.3 0.5 -0.02
H -3.45927 -3.23896 -2.55262 0.0 0.0 0.2 0.09
H -5.00343 -2.62304 -3.17196 0.0 -0.1 0.0 0.09
H -4.22701 -1.78473 -1.82338 0.0 -0.3 0.1 0.08
H -2.03182 -2.93573 -4.62061 0.1 0.1 0.1 0.12
H -3.66843 -2.85419 -5.25225 0.0 0.0 0.0 0.12
H -2.07118 -2.11575 -6.87599 -0.1 0.3 -0.3 0.11
H -1.49152 -0.81597 -5.84814 0.0 0.0 -0.1 0.10
H -4.35275 -1.10157 -6.88265 0.0 0.0 0.1 0.12
H -3.22355 0.16175 -7.36171 0.0 0.0 0.0 0.12
H -3.03868 1.95106 -4.13354 -0.3 0.0 0.0 0.09
H -1.96754 1.25215 -5.31300 -0.1 -0.1 0.0 0.07
H -3.19806 2.36412 -5.85402 0.0 0.0 0.1 0.08
H -5.20291 1.62265 -6.72118 0.0 -0.1 -0.1 0.08
H -6.08571 0.23997 -5.99680 0.1 0.0 -0.1 0.09
H -5.72282 1.67221 -5.04354 0.0 0.0 -0.1 0.08
H -1.45906 -0.23614 -3.71149 -0.2 0.2 0.0 0.07
H -1.43815 -1.47744 -2.52544 -0.3 -0.2 -0.2 0.07
H -2.40676 -0.08737 -2.20650 -0.2 0.2 -0.2 0.09
H -5.75371 -0.30508 -3.11759 -0.1 0.1 0.0 0.10
C 2.71727 0.37125 6.27202 -0.5 0.3 -0.1 -0.03
C 4.05168 0.64786 5.57143 -0.1 -0.4 -0.1 -0.53
C 4.52067 -0.64297 4.89199 0.6 -0.4 -0.2 -0.14
C 3.90702 -0.93290 3.52742 -0.5 -0.2 0.0 -0.18
C 4.15386 0.26970 2.64441 0.5 -0.2 0.3 -0.15
C 3.48475 1.52206 3.21320 -0.4 -0.4 -0.2 -0.52
N 4.00362 1.70315 4.56285 0.9 0.4 0.0 -0.10
O 3.50097 2.89462 5.15659 -0.4 -0.1 -0.1 -0.01
C 3.91985 2.70425 2.35121 0.8 0.1 0.5 -0.04
C 1.95414 1.38261 3.10266 -0.2 0.7 -0.8 -0.02
C 5.07321 1.05639 6.62584 -0.3 -0.4 1.1 -0.04
H 2.32048 1.26158 6.76585 0.2 0.0 0.0 0.09
H 2.80822 -0.42552 7.00992 0.1 0.0 0.0 0.09
H 1.95699 0.07755 5.55218 0.0 -0.3 0.0 0.06
H 5.60849 -0.59228 4.74364 -0.1 0.2 0.0 0.12
H 4.38848 -1.49376 5.56577 -0.2 0.1 0.1 0.12
H 2.83660 -1.16502 3.59044 0.0 0.1 0.1 0.11
H 4.36633 -1.82323 3.09196 0.1 0.0 0.1 0.11
H 3.84749 0.12700 1.60932 -0.1 -0.1 0.0 0.12
H 5.24609 0.37843 2.66808 -0.1 0.4 -0.3 0.12
H 3.72261 2.49685 1.30171 -0.2 0.2 0.0 0.09
H 3.47087 3.63977 2.68374 -0.3 -0.1 -0.2 0.08
H 5.00318 2.83363 2.46428 0.0 -0.1 -0.1 0.09
H 1.44130 1.06721 3.99844 0.0 -0.1 0.1 0.06
H 1.53708 2.35043 2.80232 -0.1 0.0 0.4 0.08
H 1.67039 0.74735 2.26215 0.1 -0.3 0.2 0.07
H 5.21566 0.23476 7.34281 0.0 -0.1 -0.3 0.09
H 4.65714 1.84463 7.25726 0.2 0.3 -0.3 0.08
H 6.05643 1.31322 6.24029 -0.1 0.2 -0.3 0.09
H 4.15541 3.55859 4.92022 0.1 0.0 0.1 0.10
```
Forces are in eV/Å.

Record 2
C18H44N4O8P3 | wB97M-V/def2-TZVPD

Properties
**Molecular weight**: 537.49 g mol⁻¹
**HOMO-LUMO gap**: 8.283 eV
**Net charge**: +1
**Strongest force on any atom**: 7.66 eV/Å

```
77
Properties=species:S:1:pos:R:3:forces:R:3:lowdin_charge:R:1
C 3.27507 -1.07358 3.84921 -0.4 -0.1 -0.9 -0.15
C 3.22605 -0.75062 2.30546 -0.3 -0.4 2.1 -0.38
P 1.71906 -1.48378 1.50837 1.9 -0.1 -3.5 1.03
C 1.52879 -3.26465 1.97315 -0.8 0.0 1.0 -0.39
C 0.31516 -3.97487 1.29634 -0.3 0.1 0.2 -0.15
N 0.27460 -0.53086 1.96586 0.9 -1.4 1.3 -0.20
C -0.01613 0.74962 1.85533 -0.4 1.3 -0.2 -0.10
N -1.25901 1.05831 2.29910 1.0 -0.9 -0.1 0.21
C -1.70810 -0.12202 2.71594 -0.5 -0.2 0.4 -0.39
N -2.90152 -0.48874 3.27146 -0.7 -0.1 0.0 0.15
N -0.79191 -1.09136 2.54117 -1.2 0.7 0.4 0.13
H 2.23992 -0.99769 4.22776 0.6 0.1 0.3 0.06
H 3.60518 -2.11964 3.95526 -0.1 0.5 0.2 0.07
H 3.93958 -0.39997 4.40605 -0.2 -0.3 -0.2 0.08
H 4.10052 -1.23010 1.83517 -0.5 0.2 -0.3 0.09
H 3.30851 0.33386 2.13473 -0.3 -0.4 -0.2 0.07
H 1.49159 -3.41883 3.06867 0.1 0.0 -0.4 0.08
H 2.44020 -3.77468 1.61084 -0.1 0.7 0.1 0.10
H -0.05190 -4.75660 1.98200 0.2 0.2 -0.4 0.08
H 0.57279 -4.45039 0.33776 0.0 0.3 0.4 0.07
H -0.54296 -3.30930 1.09542 0.4 -0.2 0.0 0.05
H 0.70096 1.45614 1.43939 -0.3 -0.2 0.1 0.15
H -3.60687 -0.93004 2.69863 0.1 0.2 0.1 0.11
H -3.10715 -0.39904 4.25444 0.2 0.3 -0.2 0.11
H -0.97740 -2.04514 2.83008 0.7 -0.1 -0.3 0.18
O 3.77028 -5.74449 -4.78287 -3.6 0.3 -0.3 -0.23
P 3.43349 -4.95274 -3.55856 7.2 0.7 2.5 0.62
O 4.36857 -3.60783 -3.78199 -1.2 0.0 -0.1 -0.21
C 4.52287 -3.02299 -5.07208 0.3 0.3 -0.5 -0.28
C 3.41693 -2.03538 -5.39262 -0.1 0.0 0.2 -0.08
O 4.32287 -5.75290 -2.44580 -1.0 -0.1 0.1 -0.22
C 4.89374 -7.03196 -2.72755 0.3 -0.2 -0.1 -0.29
C 6.30252 -6.88497 -3.26517 0.1 0.1 0.0 -0.07
O 2.64615 -4.27479 -2.26570 -1.5 -1.0 -1.8 -0.20
C 1.96399 -3.03258 -2.34214 -0.5 0.5 -0.1 -0.30
C 0.65849 -3.13420 -3.10552 -0.1 -0.1 0.1 -0.07
H 4.58432 -3.78029 -5.85433 -0.1 -0.2 0.2 0.11
H 5.48059 -2.49958 -5.06483 0.0 -0.1 0.2 0.12
H 2.43897 -2.52275 -5.37099 0.0 0.0 -0.1 0.06
H 3.56377 -1.60641 -6.38468 0.0 0.0 0.0 0.08
H 3.39924 -1.21712 -4.66971 0.0 0.0 0.0 0.07
H 4.26147 -7.60258 -3.40648 0.0 0.1 -0.1 0.11
H 4.92267 -7.58148 -1.78429 -0.1 0.2 0.1 0.11
H 6.33724 -6.22881 -4.13479 -0.1 -0.1 -0.1 0.07
H 6.70974 -7.85707 -3.54720 0.0 0.0 0.0 0.08
H 6.95218 -6.44121 -2.50831 0.0 -0.1 0.0 0.08
H 2.61148 -2.25319 -2.74494 0.1 -0.2 -0.2 0.10
H 1.75469 -2.74226 -1.31043 0.1 -0.2 0.1 0.07
H 0.81398 -3.54647 -4.10547 0.0 0.1 0.0 0.07
H 0.19046 -2.15260 -3.19553 0.0 0.0 -0.1 0.08
H -0.03502 -3.80056 -2.58834 0.0 0.0 0.0 0.08
O -5.88021 4.93178 0.72863 2.2 -2.1 -2.0 -0.24
P -4.63492 5.76429 0.68045 -2.5 5.8 4.3 0.61
O -4.29059 5.90723 2.29450 0.6 -0.8 -0.7 -0.21
C -4.46968 4.81363 3.18206 -0.2 -0.2 0.5 -0.29
C -3.25585 3.90364 3.22730 0.1 0.1 -0.1 -0.09
O -5.27928 7.23168 0.38263 0.5 -0.5 -0.8 -0.21
C -6.63589 7.38239 -0.03629 -0.4 0.1 0.1 -0.29
C -7.54649 7.59162 1.15658 0.0 0.1 0.2 -0.07
O -3.18908 6.43747 0.23926 -0.6 -2.3 -1.0 -0.18
C -1.93785 5.92646 0.66913 0.7 -0.2 0.1 -0.28
C -1.57147 4.63178 -0.02925 -0.1 0.0 -0.2 -0.08
H -5.36015 4.23333 2.93516 0.0 0.1 -0.2 0.11
H -4.63694 5.23936 4.17340 0.0 0.1 -0.1 0.12
H -3.04073 3.49040 2.23915 0.0 -0.1 0.0 0.05
H -3.42512 3.07387 3.91680 0.0 0.0 0.0 0.07
H -2.36967 4.44627 3.56262 0.0 0.0 0.0 0.08
H -6.95544 6.53603 -0.64316 0.0 -0.1 0.1 0.10
H -6.67342 8.26449 -0.67820 0.2 0.0 0.0 0.12
H -7.43922 6.79447 1.89248 0.0 -0.1 -0.1 0.07
H -8.59010 7.63463 0.84074 0.0 0.0 0.0 0.08
H -7.29700 8.52540 1.66364 0.0 0.0 -0.1 0.08
H -1.90872 5.82770 1.75455 -0.3 -0.1 0.0 0.10
H -1.19548 6.68750 0.41946 -0.2 0.1 -0.1 0.13
H -2.35644 3.87930 0.09136 0.1 0.0 0.1 0.06
H -0.63459 4.23615 0.36824 0.0 0.0 0.0 0.07
H -1.44825 4.79866 -1.10042 0.0 0.0 0.0 0.08
```
Forces are in eV/Å.

Record 3
C18H45BBrN3OP | wB97M-V/def2-TZVPD

Properties
**Molecular weight**: 441.27 g mol⁻¹
**HOMO-LUMO gap**: 6.203 eV
**Net charge**: -1
**Strongest force on any atom**: 6.04 eV/Å

```
70
Properties=species:S:1:pos:R:3:forces:R:3:lowdin_charge:R:1
C 6.86841 -1.89117 -0.40006 -0.2 -0.1 -0.3 -0.11
C 6.13790 -2.13330 -1.74242 0.4 -0.2 0.3 -0.26
C 6.41507 -1.03464 -2.77020 0.0 -0.2 0.4 -0.23
C 5.72245 0.30116 -2.43791 0.2 -0.2 -0.9 -0.20
C 4.40187 0.42434 -3.23920 0.3 0.7 0.3 -0.20
C 3.24813 1.12899 -2.51459 0.2 -0.5 -0.1 -0.21
C 2.97999 0.60523 -1.09550 -0.5 0.7 -0.4 -0.20
C 1.66902 1.23491 -0.55587 0.2 -0.7 0.7 -0.21
C 0.59020 0.17480 -0.25750 0.0 0.6 -1.1 -0.21
C 0.26529 -0.63640 -1.55573 -0.4 0.0 1.4 -0.21
C 0.48248 -2.15728 -1.40643 1.2 0.4 0.3 -0.27
C 1.30440 -2.80641 -2.53884 -1.3 -0.8 -0.2 -0.31
B 0.86054 -2.43532 -4.06961 1.9 0.5 0.4 -0.95
Br -1.16385 -2.37757 -4.33382 -0.6 -0.2 -0.1 0.38
H 7.78739 -2.48141 -0.38232 0.0 0.1 0.1 0.06
H 7.14463 -0.84176 -0.27842 -0.1 0.0 0.1 0.06
H 6.26009 -2.20247 0.44955 0.0 0.1 0.0 0.06
H 6.53150 -3.07774 -2.12994 -0.2 0.0 -0.1 0.10
H 5.06945 -2.29580 -1.58247 0.0 0.2 -0.1 0.10
H 6.08031 -1.39568 -3.74595 0.0 0.2 -0.1 0.10
H 7.50435 -0.92392 -2.83425 0.0 0.1 0.0 0.10
H 5.59324 0.40665 -1.36123 -0.1 -0.1 0.0 0.08
H 6.38977 1.10619 -2.76181 -0.1 0.1 0.2 0.10
H 4.10126 -0.56117 -3.60066 -0.3 0.0 0.2 0.11
H 4.63293 1.01432 -4.13312 -0.1 -0.2 -0.1 0.11
H 3.38802 2.21562 -2.46981 0.2 0.0 0.0 0.11
H 2.36052 0.98348 -3.13617 -0.1 0.0 0.1 0.10
H 2.90133 -0.48582 -1.11405 0.0 0.0 0.0 0.11
H 3.81066 0.88178 -0.44349 0.0 -0.1 0.0 0.09
H 1.26995 1.95258 -1.27678 0.0 0.0 0.0 0.10
H 1.87543 1.76430 0.38195 0.0 0.2 -0.2 0.10
H 0.93422 -0.46751 0.55690 -0.2 0.0 0.0 0.10
H -0.30942 0.72602 0.02911 0.0 -0.2 0.5 0.08
H 0.84389 -0.18995 -2.35898 -0.2 -0.4 -0.3 0.07
H -0.79922 -0.47524 -1.73228 0.1 0.1 -0.5 0.09
H -0.46847 -2.66189 -1.22778 -0.1 0.0 -0.4 0.08
H 1.05053 -2.30237 -0.47241 -0.1 -0.1 0.0 0.08
H 1.17298 -3.89593 -2.42321 0.1 0.1 0.1 0.07
H 2.38029 -2.63551 -2.39494 -0.1 0.2 -0.1 0.06
H 1.30362 -1.32724 -4.33512 -0.3 0.2 -0.1 -0.01
H 1.42243 -3.19901 -4.82733 -0.4 -0.3 -0.2 -0.01
O -2.56894 1.35323 1.67602 -1.5 1.5 -2.7 -0.30
P -4.03650 1.25159 2.04962 1.4 -2.6 5.3 0.73
N -3.97595 2.18964 3.50683 -0.7 0.1 0.6 -0.35
C -3.26468 1.70943 4.67625 0.2 -0.3 -0.1 -0.13
C -3.64525 3.58246 3.24661 -0.1 0.0 -0.3 -0.15
N -4.07098 -0.43640 2.27280 0.1 -0.1 -0.8 -0.32
C -4.43264 -1.09746 3.50159 -0.6 -0.1 -0.1 -0.14
C -3.10145 -1.19918 1.48346 0.4 0.0 0.3 -0.13
N -5.81351 1.29351 2.03817 0.4 1.3 -2.0 -0.29
C -6.33781 1.46401 0.67126 0.1 -0.5 -0.1 -0.14
C -6.62538 2.06602 2.96738 0.1 0.4 0.3 -0.14
H -3.36595 2.43200 5.49050 0.0 0.1 -0.1 0.08
H -2.19502 1.54748 4.48802 0.0 0.0 0.1 0.09
H -3.69863 0.78601 5.05634 0.1 0.0 -0.1 0.05
H -4.27297 3.97872 2.43969 0.1 0.0 0.0 0.07
H -2.59755 3.70931 2.94883 0.0 0.0 0.0 0.08
H -3.83809 4.19459 4.13121 0.0 -0.1 0.1 0.08
H -3.57032 -1.20539 4.17177 0.0 0.0 0.0 0.08
H -4.81766 -2.10083 3.29325 0.1 0.0 0.0 0.08
H -5.22945 -0.57454 4.03316 0.1 0.2 -0.1 0.07
H -2.10324 -1.16969 1.93615 0.0 0.0 -0.1 0.08
H -3.02297 -0.81892 0.46899 0.0 0.1 0.1 0.07
H -3.41229 -2.24407 1.41255 -0.2 0.0 0.1 0.08
H -6.18576 2.48370 0.30169 -0.1 0.0 0.0 0.08
H -7.40292 1.23180 0.62823 0.0 0.0 0.1 0.08
H -5.82905 0.77762 -0.01216 0.0 0.0 0.0 0.08
H -6.51089 3.14956 2.84945 -0.1 0.0 0.1 0.07
H -6.40970 1.79826 3.99791 0.2 0.1 -0.1 0.07
H -7.67800 1.81966 2.79708 0.1 -0.1 -0.3 0.08
```
Forces are in eV/Å.

Record 4
C18H45InO12P3 | wB97M-V/def2-TZVPD

Properties
**Molecular weight**: 661.29 g mol⁻¹
**HOMO-LUMO gap**: 1.587 eV
**Net charge**: +3
**Strongest force on any atom**: 4.02 eV/Å

```
79
Properties=species:S:1:pos:R:3:forces:R:3:lowdin_charge:R:1
In 0.71449 -0.25472 -1.83524 -0.1 -0.1 0.3 1.18
C 0.70179 -1.20105 5.09788 -0.1 0.3 -1.1 -0.02
C 0.75764 -1.12935 3.53887 0.6 0.2 1.8 -0.25
O 0.36940 -2.41726 3.05867 0.7 -1.5 -2.5 -0.16
P 1.14336 -2.91500 1.69904 -0.1 0.2 1.3 0.54
O 0.90289 -1.99443 0.52985 0.2 -0.8 0.7 -0.32
O 2.67750 -3.02005 2.17330 -1.6 0.7 -0.4 -0.11
C 3.64601 -3.72398 1.40071 1.1 -1.3 -0.1 -0.23
C 4.89688 -4.07331 2.19881 -0.9 0.1 0.5 -0.03
O 0.73578 -4.43835 1.47242 0.6 1.5 0.6 -0.13
C -0.60566 -4.89493 1.33515 -1.0 -0.1 -1.2 -0.20
C -0.88890 -5.02979 -0.16842 0.3 0.2 0.1 -0.02
H 1.22191 -0.34020 5.51799 -0.2 0.2 -0.1 0.09
H -0.35668 -1.15580 5.35420 0.2 -0.2 0.5 0.08
H 1.20444 -2.08662 5.48673 -0.3 -0.1 -0.2 0.09
H 0.03975 -0.38157 3.20188 0.2 0.0 -0.2 0.11
H 1.77071 -0.92803 3.19066 -0.1 0.3 0.0 0.11
H 3.17151 -4.64090 1.05113 0.0 0.0 -0.3 0.13
H 3.99309 -3.14688 0.54362 -0.4 0.4 -0.3 0.14
H 5.41653 -3.18209 2.55065 0.2 -0.1 -0.2 0.09
H 4.58250 -4.63457 3.07873 0.1 -0.1 0.1 0.10
H 5.51862 -4.72792 1.58806 0.1 0.3 0.0 0.10
H -0.70683 -5.87612 1.79898 0.3 0.0 0.2 0.15
H -1.32169 -4.20998 1.78930 0.2 0.1 0.2 0.12
H -1.92137 -5.34461 -0.32009 0.1 -0.1 0.0 0.07
H -0.70691 -4.07489 -0.66151 -0.2 0.3 0.1 0.07
H -0.19315 -5.70730 -0.66342 -0.2 -0.3 0.2 0.10
C -0.03331 5.22053 -2.17997 -1.3 -0.4 0.8 -0.04
C 0.92954 5.14153 -3.33375 -2.1 -0.9 -0.3 -0.27
O 2.19204 5.03084 -2.79080 2.9 -1.8 0.6 -0.12
P 2.93384 3.56107 -2.50622 1.2 0.4 0.2 0.58
O 2.12803 2.31315 -2.38122 0.0 1.3 0.0 -0.37
O 3.96845 3.46046 -3.72929 -1.7 -0.6 2.0 -0.10
C 4.84879 4.51615 -4.00149 0.7 1.5 -0.3 -0.24
C 4.25561 5.36549 -5.14259 0.9 0.3 0.2 -0.02
O 3.91418 3.84557 -1.21024 -1.2 0.2 -2.5 -0.14
C 3.28428 4.04177 0.04419 0.4 0.2 1.4 -0.25
C 4.20949 4.82887 1.03886 -1.3 0.1 -1.7 -0.01
H 0.19209 4.47612 -1.41633 0.4 0.0 0.1 0.07
H -0.13255 6.19174 -1.69520 0.1 0.0 -0.3 0.10
H -0.98192 4.84885 -2.56738 -0.4 0.6 0.0 0.10
H 0.63575 4.23311 -3.85964 0.4 -0.2 -0.3 0.13
H 0.73306 5.97248 -4.01126 1.0 0.3 0.1 0.15
H 5.10906 5.15017 -3.15392 -0.8 0.0 0.4 0.13
H 5.82656 4.06722 -4.17617 -0.1 -0.3 -1.0 0.15
H 3.48933 6.07254 -4.82479 -0.2 -0.4 0.5 0.08
H 5.08270 6.02470 -5.40613 0.0 -0.2 -0.8 0.10
H 3.85387 4.76131 -5.95602 0.4 0.1 -0.1 0.10
H 2.32570 4.53808 -0.10714 -0.1 -0.1 0.2 0.11
H 3.16799 3.05639 0.49544 -0.4 -0.3 0.0 0.13
H 4.15958 5.85925 0.68685 0.5 0.1 0.0 0.09
H 3.70711 4.84144 2.00611 0.5 -0.4 0.1 0.09
H 5.21226 4.40951 0.95706 -0.1 0.2 0.6 0.09
C -5.57637 1.23268 -1.56508 0.4 0.0 -0.2 -0.04
C -4.31052 0.34503 -1.63053 -1.4 1.7 0.0 -0.23
O -4.42782 -0.51945 -0.51773 1.7 -2.2 1.7 -0.15
P -3.19487 -1.49454 -0.11866 -0.6 -0.4 0.0 0.55
O -1.85429 -1.01408 -0.58627 -1.4 -0.6 0.6 -0.36
O -3.36158 -1.81558 1.48227 -0.1 0.1 -4.0 -0.17
C -2.93067 -0.82098 2.39014 -0.9 -0.3 1.7 -0.23
C -4.21122 -0.39090 3.17954 0.9 0.6 0.2 -0.01
O -3.66946 -2.92777 -0.74162 1.8 1.3 0.4 -0.12
C -4.82573 -3.58025 -0.25513 -0.6 -1.6 -0.5 -0.20
C -4.86068 -5.09346 -0.65070 0.7 0.6 -0.3 -0.01
H -5.60282 1.88347 -0.69109 0.4 -0.1 0.1 0.08
H -5.63748 1.88862 -2.43347 0.0 -0.2 -0.1 0.09
H -6.48143 0.63077 -1.48338 0.1 -0.1 -0.3 0.09
H -4.30154 -0.25654 -2.53946 0.2 0.1 -0.2 0.14
H -3.39693 0.92327 -1.49242 0.0 0.0 -0.4 0.11
H -2.28828 -1.45971 2.99633 0.3 0.7 0.7 0.12
H -2.33958 -0.04138 1.90957 -0.3 0.1 0.0 0.12
H -3.96017 0.28335 3.99836 0.4 -0.1 0.1 0.09
H -4.90576 0.19206 2.57467 0.0 -0.3 -0.4 0.08
H -4.70553 -1.24476 3.64287 0.1 -0.1 -0.3 0.09
H -4.86833 -3.43845 0.82477 -0.4 0.0 0.0 0.13
H -5.61067 -3.02185 -0.76519 -0.8 -0.1 0.2 0.15
H -4.02524 -5.57149 -0.13921 -0.2 -0.2 0.6 0.07
H -5.80157 -5.62147 -0.49564 0.0 0.5 0.7 0.10
H -4.62623 -5.36539 -1.67987 0.0 0.8 -0.4 0.09
```
Forces are in eV/Å.

no.,HOMO energy (eV)
1,-8.08
2,-11.80
3,-4.39
4,-17.33